Entry 1:
{
  "formula": "C3H3NO2S",
  "method": "the ωB97M-V functional and the def2-TZVPD basis",
  "charge": 0,
  "e_above_lowest_kcal_mol": 74.90,
  "homo_lumo_gap_ev": 9.05,
  "e_tot_ha": -719.4609,
  "homo_ev": -9.22,
  "symbols": ["C", "C", "C", "N", "O", "O", "S", "H", "H", "H"],
  "positions_angstrom": [[-1.3712, -0.3303, -0.0072], [0.6411, 0.1497, -0.0586], [-0.5606, 1.0092, 0.0227], [-0.2430, -1.1195, -0.0387], [-2.4699, -0.6819, 0.2096], [3.0993, -0.7107, -0.0380], [2.2413, 0.4766, 0.0844], [-0.7775, 1.6191, -0.8926], [-0.4734, 1.6260, 1.0183], [-0.0861, -2.0382, -0.2998]]
}

Entry 2:
{
  "formula": "C24H28CaN5OS4",
  "method": "the ωB97M-V functional and the def2-TZVPD basis",
  "charge": -1,
  "e_above_lowest_kcal_mol": 8.23,
  "homo_lumo_gap_ev": 5.97,
  "e_tot_ha": -3550.9910,
  "homo_ev": -3.55,
  "symbols": ["Ca", "S", "C", "C", "C", "C", "C", "C", "S", "H", "H", "H", "H", "N", "C", "C", "C", "C", "C", "C", "C", "C", "N", "C", "H", "H", "H", "H", "H", "H", "H", "H", "C", "C", "N", "C", "N", "C", "C", "C", "N", "C", "H", "H", "H", "H", "H", "H", "H", "H", "H", "H", "H", "H", "H", "C", "O", "C", "S", "S", "H", "H", "H"],
  "positions_angstrom": [[0.1715, -0.8470, 0.4031], [0.3131, 0.2120, 2.8901], [2.0468, -0.0404, 3.1966], [2.4320, -0.0523, 4.5417], [3.7440, -0.2418, 4.9383], [4.7187, -0.4320, 3.9677], [4.3567, -0.4285, 2.6337], [3.0359, -0.2356, 2.2043], [2.7677, -0.2376, 0.4557], [1.6574, 0.0909, 5.2852], [3.9987, -0.2451, 5.9919], [5.7551, -0.5858, 4.2460], [5.1085, -0.5820, 1.8697], [0.2944, 0.4122, -2.6765], [-0.3373, 1.6064, -2.8272], [-1.0584, 1.9877, -3.9386], [-1.7017, 3.2404, -3.9774], [-1.6305, 4.1222, -2.9357], [-0.8942, 3.7655, -1.7776], [-0.7224, 4.6150, -0.6581], [0.0354, 4.1987, 0.3969], [0.6093, 2.9071, 0.3652], [0.4400, 2.0877, -0.6368], [-0.2707, 2.5070, -1.7096], [0.4089, -0.2341, -3.4349], [0.9244, 0.3494, -1.8888], [-1.1243, 1.3213, -4.7895], [-2.2599, 3.5066, -4.8675], [-2.1164, 5.0884, -2.9819], [-1.1863, 5.5955, -0.6632], [0.1966, 4.8309, 1.2602], [1.1956, 2.5288, 1.1969], [-4.1238, 2.8522, 2.0554], [-2.8448, 2.2313, 2.5812], [-2.1445, 1.6494, 1.4600], [-2.7654, 0.8815, 0.5191], [-2.0380, 0.1374, -0.2559], [-2.7268, -0.4896, -1.3709], [-4.0731, -1.0377, -0.9327], [-4.9118, 0.1196, -0.4294], [-4.1298, 1.0232, 0.4049], [-4.9262, 1.7679, 1.3651], [-3.8706, 3.6413, 1.3434], [-4.7149, 3.2900, 2.8616], [-3.0642, 1.4893, 3.3607], [-2.1902, 2.9813, 3.0254], [-1.1729, 1.4007, 1.6387], [-2.0931, -1.2850, -1.7603], [-2.8661, 0.2376, -2.1849], [-3.9121, -1.7728, -0.1402], [-4.5904, -1.5354, -1.7548], [-5.7611, -0.2393, 0.1629], [-5.3249, 0.6829, -1.2757], [-5.3355, 1.0760, 2.1168], [-5.7797, 2.1963, 0.8294], [0.0274, -6.2802, -0.0733], [0.1497, -5.2120, -1.0087], [-0.1446, -3.9653, -0.6177], [-0.5785, -3.6680, 0.9916], [0.1607, -2.7840, -1.7943], [0.2917, -7.1766, -0.6298], [-0.9924, -6.3468, 0.3050], [0.7064, -6.1337, 0.7669]]
}

Entry 3:
{
  "formula": "C4H12N4",
  "method": "the ωB97M-V functional and the def2-TZVPD basis",
  "charge": 0,
  "e_above_lowest_kcal_mol": 89.47,
  "homo_lumo_gap_ev": [8.00, 8.00],
  "e_tot_ha": -378.4957,
  "homo_ev": [-7.44, -7.44],
  "symbols": ["C", "C", "C", "N", "N", "H", "H", "H", "H", "H", "H", "H", "H", "C", "N", "N", "H", "H", "H", "H"],
  "positions_angstrom": [[-0.2995, -1.9457, -0.0516], [1.6666, 1.0556, 0.7265], [1.2962, -0.1969, 0.2198], [2.1142, -0.7951, -0.7370], [0.0727, -0.6536, 0.4893], [3.0985, -0.5944, -0.6734], [1.9084, -1.7393, -1.0138], [0.4157, -2.7301, 0.2311], [-1.2642, -2.2393, 0.3626], [-0.3884, -1.9390, -1.1471], [2.6420, 1.4679, 0.4966], [0.5323, 1.8163, -0.4429], [1.2288, 1.3594, 1.6653], [-2.3796, 0.5713, 0.0369], [-1.1045, 0.7132, -0.6496], [-0.5616, 1.8846, -0.4844], [-0.8337, 2.3690, 0.3863], [-2.3419, 0.9561, 1.0637], [-2.6615, -0.4779, 0.0510], [-3.1406, 1.1179, -0.5292]]
}

Entry 4:
{
  "formula": "C41H40BF3O2",
  "method": "the ωB97M-V functional and the def2-TZVPD basis",
  "charge": 0,
  "homo_lumo_gap_ev": 2.14,
  "e_tot_ha": -2061.2639,
  "homo_ev": -5.83,
  "symbols": ["C", "C", "C", "C", "C", "C", "C", "C", "C", "C", "C", "C", "C", "C", "C", "C", "C", "C", "C", "C", "C", "H", "H", "H", "H", "H", "H", "H", "H", "H", "H", "H", "H", "H", "H", "H", "H", "H", "C", "C", "C", "C", "C", "C", "O", "B", "C", "C", "C", "C", "C", "F", "F", "F", "C", "C", "C", "C", "C", "C", "C", "C", "C", "O", "H", "H", "H", "H", "H", "H", "H", "H", "H", "H", "H", "H", "H", "H", "H", "H", "H", "H", "H", "H", "H", "H", "H"],
  "positions_angstrom": [[2.8424, 1.8250, 6.8612], [3.2041, 0.4679, 6.9213], [2.3208, -0.5187, 6.4824], [1.0039, -0.1758, 6.0853], [0.0612, -1.1932, 5.6182], [0.5475, -2.3811, 5.0251], [-0.1619, -3.4932, 4.5955], [0.4066, -4.7692, 4.2334], [-0.4690, -5.8707, 4.0199], [0.0171, -7.1336, 3.6994], [1.3960, -7.3270, 3.5080], [2.2842, -6.2690, 3.7571], [1.8063, -5.0029, 4.1146], [-1.3647, -0.9524, 5.8364], [-2.3560, -1.4255, 4.9505], [-3.7075, -1.3818, 5.3015], [-4.1149, -0.7109, 6.4638], [-3.1506, -0.1576, 7.3193], [-1.8000, -0.2699, 7.0048], [0.6237, 1.1927, 6.1465], [1.5454, 2.1839, 6.4658], [3.5714, 2.5993, 7.1079], [4.1938, 0.1801, 7.2843], [2.6318, -1.5679, 6.4873], [1.6286, -2.4331, 4.9075], [-1.2481, -3.5003, 4.6717], [-1.5442, -5.6908, 4.0909], [-0.6800, -7.9616, 3.5626], [1.7685, -8.2999, 3.1762], [3.3571, -6.4365, 3.6433], [2.5062, -4.1845, 4.2853], [-2.0457, -1.8164, 3.9805], [-4.4595, -1.8499, 4.6629], [-5.1784, -0.6120, 6.7018], [-3.4417, 0.3652, 8.2319], [-1.0622, 0.1726, 7.6775], [-0.4054, 1.4880, 5.9307], [1.2518, 3.2333, 6.3901], [3.1034, -1.7643, -4.3400], [2.5359, -2.3268, -3.0473], [3.1846, -3.6795, -2.8015], [2.6159, -1.2458, -1.8602], [2.5975, -1.9270, -0.4934], [3.7724, -0.2495, -1.8986], [1.4233, -0.5018, -2.0291], [0.4818, -1.4417, -2.5788], [-0.6180, -1.8714, -1.4279], [-1.1819, -3.1372, -1.4037], [-2.1626, -3.4617, -0.4578], [-2.5660, -2.4975, 0.4602], [-3.6165, -2.8501, 1.4801], [-4.1288, -1.7356, 2.0998], [-4.6791, -3.5312, 0.9674], [-3.0893, -3.6460, 2.4806], [-1.9984, -1.2253, 0.4555], [-1.0242, -0.9239, -0.5035], [-0.4837, -0.6379, -3.7363], [-1.3947, -1.5384, -4.4730], [-2.7865, -1.5213, -4.2581], [-3.6020, -2.4808, -4.8547], [-3.0584, -3.4262, -5.7367], [-1.6882, -3.3834, -6.0272], [-0.8639, -2.4489, -5.4058], [1.1436, -2.5489, -3.1886], [4.1996, -1.7315, -4.2752], [2.8287, -2.4206, -5.1761], [2.7192, -0.7524, -4.5318], [4.2707, -3.5906, -2.6830], [2.7676, -4.1714, -1.9162], [3.0019, -4.3148, -3.6772], [3.5931, -2.3209, -0.2608], [2.3277, -1.1946, 0.2758], [1.8688, -2.7467, -0.4661], [4.7379, -0.7445, -1.7361], [3.8051, 0.2919, -2.8517], [3.6346, 0.4776, -1.0874], [-0.8929, -3.8929, -2.1310], [-2.6117, -4.4520, -0.4669], [-2.3179, -0.4615, 1.1574], [-0.6017, 0.0791, -0.5217], [-1.0313, 0.1285, -3.1898], [0.2434, -0.1647, -4.4106], [-3.2175, -0.7648, -3.6004], [-4.6727, -2.4876, -4.6393], [-3.6973, -4.1730, -6.2129], [-1.2557, -4.0888, -6.7390], [0.2020, -2.4186, -5.6258]]
}